[1]
A single C24H29FN2O3 molecule. Source: OMol25; level of theory: ωB97M-V with the def2-TZVPD basis set.

Computed properties:
net charge = 0
ΔE to the lowest compared entry with this formula, charge and spin = 17.0 kJ/mol
Kohn-Sham gap = 0.3333 Eh
total energy = -37200.5278 eV

XYZ file:
```
59
Properties=species:S:1:pos:R:3:nbo_charge:R:1
C -3.833 -4.423 0.863 -0.613
H -4.463 -4.307 1.740 0.218
H -2.852 -4.762 1.184 0.215
H -4.271 -5.167 0.204 0.211
C -3.701 -3.090 0.134 0.103
C -2.810 -3.228 -1.102 -0.640
H -1.836 -3.615 -0.813 0.222
H -3.265 -3.918 -1.809 0.216
H -2.668 -2.268 -1.592 0.212
H -4.702 -2.742 -0.162 0.168
O -3.140 -2.182 1.074 -0.503
C -3.232 -0.842 0.888 0.301
C -2.615 -0.059 1.870 -0.250
C -2.629 1.315 1.790 -0.187
C -3.251 1.961 0.725 -0.055
C -3.874 1.182 -0.237 -0.211
C -3.876 -0.202 -0.165 -0.273
H -4.378 -0.760 -0.940 0.212
H -4.373 1.658 -1.071 0.206
C -3.210 3.460 0.596 -0.426
H -3.699 3.929 1.453 0.222
H -3.751 3.760 -0.305 0.201
C -1.766 3.979 0.522 -0.223
N -0.971 3.210 -0.410 -0.619
C 0.049 2.427 -0.001 0.703
O 0.489 2.451 1.128 -0.636
C 0.591 1.497 -1.091 -0.311
H 0.566 2.023 -2.050 0.213
C 2.030 1.081 -0.737 -0.229
N 2.335 -0.285 -1.093 -0.444
C 1.515 -1.295 -0.719 0.697
O 1.791 -2.469 -0.875 -0.639
C 0.191 -0.797 -0.185 -0.516
C -0.325 0.262 -1.154 -0.386
H -0.321 -0.151 -2.166 0.210
H -1.351 0.536 -0.904 0.231
H 0.325 -0.356 0.805 0.238
H -0.497 -1.636 -0.099 0.243
C 3.652 -0.576 -1.620 -0.242
C 4.728 -0.306 -0.601 -0.004
C 4.728 -1.027 0.587 -0.290
C 5.696 -0.760 1.534 0.413
C 6.671 0.203 1.339 -0.290
C 6.664 0.915 0.153 -0.186
C 5.698 0.666 -0.808 -0.231
H 5.704 1.228 -1.730 0.209
H 7.414 1.671 -0.021 0.216
H 7.411 0.381 2.102 0.229
F 5.697 -1.462 2.685 -0.324
H 3.986 -1.790 0.767 0.244
H 3.646 -1.638 -1.884 0.256
H 3.821 0.021 -2.523 0.196
H 2.157 1.228 0.345 0.235
H 2.746 1.731 -1.244 0.213
H -1.343 3.093 -1.340 0.392
H -1.763 5.033 0.227 0.197
H -1.269 3.883 1.489 0.234
H -2.141 1.893 2.559 0.221
H -2.127 -0.563 2.688 0.229
```

=====

[2]
5 unconnected molecules or ions with the total composition C19H42N5O8P. Source: OMol25; level of theory: ωB97M-V with the def2-TZVPD basis set.

Computed properties:
net charge = 0
Kohn-Sham gap = 0.3167 Eh
total energy = -53503.3348 eV

XYZ file:
```
75
Properties=species:S:1:pos:R:3:mulliken_charge:R:1
C -4.448 -0.155 0.260 -1.108
C -2.956 -0.395 0.012 -0.465
P -2.454 -2.114 0.468 -0.122
C -1.278 -1.740 1.816 -1.331
N -1.315 -2.425 -0.879 0.813
C -0.053 -3.057 -0.520 -0.995
O 0.989 -2.094 -0.436 -0.365
C 1.311 -1.470 -1.624 0.735
C 1.969 -2.348 -2.658 -0.942
O 1.131 -0.301 -1.758 -0.481
C -1.959 -3.165 -1.916 0.191
O -2.303 -4.301 -1.837 -0.470
O -2.111 -2.437 -3.071 -0.464
H -4.751 0.809 -0.151 0.383
H -4.676 -0.151 1.326 0.208
H -5.049 -0.930 -0.216 0.329
H -2.350 0.342 0.542 0.355
H -2.718 -0.272 -1.047 0.373
H -1.026 -2.647 2.365 0.345
H -0.376 -1.218 1.497 0.475
H -1.856 -1.108 2.494 0.437
H 0.186 -3.820 -1.264 0.357
H -0.066 -3.532 0.458 0.421
H 1.891 -3.406 -2.422 0.352
H 3.025 -2.084 -2.695 0.357
H 1.549 -2.149 -3.642 0.284
H -2.987 -2.038 -3.118 0.328
C -3.750 -2.111 4.639 0.159
O -3.997 -1.271 3.790 -0.633
N -3.616 -1.850 5.949 0.135
C -3.319 -2.879 6.927 -0.799
C -3.771 -0.480 6.404 -0.778
H -3.615 -3.178 4.392 0.286
H -4.114 -2.944 7.671 0.286
H -2.390 -2.658 7.449 0.314
H -3.229 -3.842 6.425 0.287
H -4.765 -0.103 6.159 0.302
H -3.040 0.171 5.921 0.281
H -3.621 -0.456 7.481 0.169
C -2.691 -0.639 10.523 0.082
O -2.341 -1.447 9.681 -0.584
N -1.977 0.446 10.873 0.115
C -2.434 1.379 11.881 -0.909
C -0.705 0.677 10.210 -0.915
H -3.640 -0.733 11.077 0.317
H -2.552 2.380 11.461 0.338
H -1.727 1.432 12.712 0.339
H -3.397 1.050 12.268 0.289
H -0.846 0.783 9.134 0.259
H -0.027 -0.159 10.378 0.296
H -0.261 1.588 10.607 0.381
C 2.831 0.096 -6.554 0.008
O 2.844 -1.070 -6.195 -0.586
N 2.382 1.116 -5.801 0.228
C 2.399 2.484 -6.277 -0.723
C 1.874 0.806 -4.477 -0.859
H 3.195 0.415 -7.545 0.299
H 3.013 3.107 -5.622 0.325
H 1.388 2.898 -6.299 0.313
H 2.812 2.524 -7.282 0.147
H 2.645 0.329 -3.874 0.216
H 1.030 0.120 -4.543 0.216
H 1.551 1.719 -3.982 0.392
C 4.703 4.194 -8.882 0.191
O 3.656 3.590 -9.029 -0.640
N 5.769 4.069 -9.694 0.104
C 6.994 4.808 -9.479 -0.914
C 5.673 3.157 -10.822 -0.913
H 4.866 4.905 -8.054 0.266
H 7.218 5.448 -10.335 0.337
H 7.835 4.130 -9.322 0.345
H 6.887 5.436 -8.596 0.288
H 4.859 3.451 -11.485 0.292
H 5.474 2.142 -10.478 0.275
H 6.612 3.176 -11.370 0.380
```

=====

[3]
A molecular structure, C47H50B2IN6O2PRh. Source: OMol25; level of theory: ωB97M-V with the def2-TZVPD basis set.

Computed properties:
net charge = +1
ΔE to the lowest compared entry with this formula, charge and spin = 0.0 kJ/mol
Kohn-Sham gap = 0.2911 Eh
total energy = -84339.3758 eV

XYZ file:
```
110
Properties=species:S:1:pos:R:3:mulliken_charge:R:1
Rh -0.421 0.722 0.789 -1.771
C 2.195 -0.240 3.370 -0.863
C 0.819 0.213 3.731 0.734
C 0.379 0.473 5.028 -1.809
C -0.965 0.774 4.923 0.757
C -1.950 1.085 5.996 -1.300
N -1.289 0.716 3.624 0.611
N -0.208 0.375 2.880 0.619
B -2.677 0.728 2.955 -1.593
N -2.758 -0.460 1.960 0.479
N -1.898 -0.693 0.913 0.728
C -2.301 -1.815 0.313 -0.165
C -1.687 -2.372 -0.916 -0.258
C -3.416 -2.321 0.977 -1.565
C -3.676 -1.445 2.007 0.979
C -4.775 -1.512 3.014 -1.479
N -2.910 2.045 2.223 0.049
N -2.318 2.234 1.013 1.892
C -2.880 3.329 0.493 0.448
C -2.682 3.807 -0.904 -1.130
C -3.797 3.874 1.399 -2.118
C -3.804 3.019 2.479 0.989
C -4.636 3.068 3.716 -1.304
H 2.692 -0.574 4.279 0.515
H 2.180 -1.088 2.689 -0.074
H 2.803 0.550 2.927 0.240
H 0.962 0.403 5.930 0.519
H -1.441 1.133 6.956 0.401
H -2.440 2.043 5.822 0.154
H -2.725 0.321 6.055 0.245
H -3.510 0.585 3.794 -0.123
H -0.722 -1.919 -1.099 -0.676
H -1.528 -3.445 -0.805 0.610
H -2.342 -2.210 -1.775 0.153
H -3.972 -3.207 0.725 0.550
H -5.392 -2.384 2.809 0.406
H -4.384 -1.598 4.027 0.271
H -5.408 -0.626 2.973 0.270
H -1.963 3.210 -1.450 -0.045
H -3.628 3.740 -1.445 0.466
H -2.360 4.850 -0.926 0.356
H -4.412 4.747 1.257 0.537
H -5.273 3.950 3.689 0.387
H -5.273 2.188 3.801 0.227
H -4.023 3.121 4.615 0.172
I 1.166 2.703 1.174 0.218
C 0.499 4.161 -0.146 0.731
C 0.415 5.404 0.417 -0.592
C 0.208 6.542 -0.383 -0.971
C 0.168 6.390 -1.735 -0.868
C 0.248 5.108 -2.333 1.260
C 0.248 5.028 -3.745 -0.947
C 0.333 3.822 -4.365 -1.351
C 0.302 2.655 -3.583 -0.467
C 0.251 2.655 -2.209 0.425
P -0.204 0.962 -1.539 4.204
C 1.133 -0.010 -2.346 0.739
C 2.416 0.540 -2.390 -0.464
C 3.475 -0.170 -2.927 -0.789
C 3.276 -1.450 -3.427 -0.766
C 2.007 -2.003 -3.398 -1.071
C 0.941 -1.288 -2.867 -0.576
C -1.730 0.514 -2.444 1.307
C -1.733 0.090 -3.776 -0.855
C -2.919 -0.246 -4.406 -0.929
C -4.124 -0.167 -3.718 -0.861
C -4.132 0.245 -2.396 -1.141
C -2.943 0.578 -1.762 -0.059
C 0.337 3.926 -1.539 -1.040
H 0.534 5.528 1.485 0.457
H 0.132 7.515 0.081 0.431
H 0.078 7.249 -2.387 0.422
H 0.200 5.950 -4.311 0.427
H 0.374 3.741 -5.442 0.474
H 0.298 1.716 -4.115 0.431
H 2.596 1.529 -1.988 0.309
H 4.461 0.276 -2.946 0.476
H 4.105 -2.008 -3.840 0.449
H 1.836 -2.995 -3.795 0.503
H -0.043 -1.734 -2.885 0.333
H -0.812 -0.017 -4.330 0.313
H -2.901 -0.578 -5.436 0.476
H -5.048 -0.432 -4.214 0.432
H -5.063 0.303 -1.847 0.529
H -2.962 0.890 -0.727 0.256
C 3.549 -6.384 -0.322 -2.033
C 4.631 -5.305 -0.364 1.726
C 5.309 -5.357 -1.740 -1.588
C 5.664 -5.615 0.728 -1.645
C 4.056 -3.906 -0.138 0.389
C 4.920 -2.803 -0.151 -0.500
C 4.484 -1.497 0.037 -2.485
C 3.134 -1.325 0.238 1.015
O 2.420 -0.160 0.414 -0.221
B 1.087 -0.555 0.542 1.588
O 0.986 -1.941 0.490 -0.535
C 2.271 -2.398 0.268 0.822
C 2.693 -3.696 0.085 -1.060
H 4.004 -7.360 -0.492 0.424
H 2.795 -6.232 -1.097 0.406
H 3.048 -6.418 0.647 0.394
H 5.706 -6.357 -1.925 0.460
H 6.136 -4.651 -1.812 0.319
H 4.594 -5.124 -2.532 0.311
H 6.080 -6.613 0.579 0.457
H 5.205 -5.580 1.718 0.376
H 6.491 -4.904 0.715 0.318
H 5.977 -2.968 -0.314 0.456
H 5.168 -0.659 0.017 0.592
H 1.981 -4.507 0.113 0.669
```

=====

Look up the total energy of the second one. -53503.3348 eV